1.
{"formula": "C29H44BClN6NiO4S", "method": "the ωB97M-V functional and the def2-TZVPD basis", "lumo_energy_ev": [-7.6, -8.8], "charge": 2, "spin_multiplicity": 3, "elements": ["C", "C", "C", "C", "C", "C", "C", "C", "B", "N", "O", "C", "C", "C", "C", "C", "N", "C", "C", "C", "O", "C", "C", "C", "C", "O", "C", "C", "N", "C", "Cl", "C", "C", "C", "S", "C", "N", "N", "C", "O", "N", "C", "H", "H", "H", "H", "H", "H", "H", "H", "H", "H", "H", "H", "H", "H", "H", "H", "H", "H", "H", "H", "H", "H", "H", "H", "H", "H", "H", "H", "H", "H", "H", "H", "H", "H", "H", "H", "H", "H", "H", "H", "H", "H", "H", "H", "Ni"], "positions_angstrom": [[6.644, -4.290, 1.389], [5.117, -4.451, 0.766], [4.767, -3.026, 0.025], [5.007, -1.838, 1.176], [4.056, -0.581, 0.723], [2.921, -0.135, 1.818], [1.582, 0.337, 0.943], [0.184, -0.581, 0.883], [0.028, -2.017, 1.737], [-0.377, -3.342, 1.116], [0.346, -2.014, 3.192], [-1.092, -0.007, -0.033], [-2.499, -0.904, -0.045], [-3.261, -0.547, 1.392], [-4.875, -0.303, 1.242], [-5.669, -1.735, 1.129], [-6.943, -1.676, 0.298], [-7.447, -3.130, 0.302], [-6.628, -1.302, -1.159], [-5.604, -2.187, -2.107], [-7.217, -0.169, -1.606], [-0.924, 1.425, -0.844], [-2.204, 2.001, -1.754], [-1.872, 2.047, -3.368], [-3.009, 1.337, -4.318], [-2.953, -0.142, -4.308], [-1.870, -0.649, -5.177], [0.469, 2.351, -0.807], [0.433, 3.618, -1.618], [1.748, 4.314, -1.409], [1.944, 5.980, -2.282], [3.011, 3.828, -0.508], [4.378, 4.771, -0.387], [3.998, 5.919, 0.768], [4.585, 5.424, 2.478], [3.233, 4.617, 3.491], [2.278, 5.147, 4.539], [1.498, 4.047, 4.960], [1.862, 2.723, 4.310], [2.930, 3.180, 3.406], [2.988, 2.524, 0.235], [1.693, 1.773, 0.097], [6.521, -3.948, 2.502], [7.293, -3.502, 0.798], [7.191, -5.325, 1.328], [4.313, -4.576, 1.637], [5.029, -5.303, -0.037], [3.661, -3.034, -0.383], [5.510, -2.767, -0.867], [4.786, -2.226, 2.259], [6.141, -1.488, 1.053], [3.487, -0.769, -0.302], [4.758, 0.360, 0.516], [3.363, 0.813, 2.390], [2.681, -0.928, 2.643], [-0.445, -3.289, 0.064], [-1.306, -3.682, 1.508], [-0.385, -1.554, 3.699], [-3.229, -0.606, -0.911], [-2.293, -2.065, -0.175], [-2.801, 0.492, 1.759], [-2.975, -1.320, 2.255], [-5.071, 0.444, 0.362], [-5.232, 0.246, 2.239], [-4.880, -2.526, 0.731], [-5.939, -2.092, 2.230], [-6.532, -3.895, 0.337], [-8.042, -3.285, -0.717], [-8.103, -3.386, 1.245], [-6.278, -2.857, -2.792], [-4.889, -2.822, -1.431], [-4.942, -1.412, -2.693], [-3.224, 1.497, -1.479], [-2.308, 3.142, -1.417], [-1.837, 3.193, -3.702], [-0.792, 1.624, -3.642], [-2.821, 1.654, -5.453], [-4.094, 1.762, -4.068], [-1.306, -1.483, -4.536], [-1.100, 0.162, -5.521], [-2.276, -1.197, -6.156], [4.638, 5.295, -1.412], [5.286, 4.087, -0.027], [2.822, 6.101, 0.731], [4.527, 6.908, 0.427], [1.439, 1.641, 4.447], [6.397, -0.423, -0.127]], "forces_ev_per_a": [[-0.578, -0.675, 0.025], [0.319, 1.125, -0.680], [0.339, -0.275, 1.027], [-1.820, -0.076, -2.204], [-0.278, 0.024, -0.298], [-0.102, 1.642, -0.400], [-2.620, 0.004, -0.646], [0.628, 3.870, -2.323], [-0.047, -1.323, 1.222], [-0.905, 2.984, -0.145], [-2.167, 0.823, -2.425], [2.989, 0.157, 0.599], [0.092, 0.483, 0.227], [0.451, 1.091, 0.514], [0.115, -0.021, 1.069], [1.053, 0.578, 0.611], [1.851, -1.815, -0.990], [-0.126, -0.929, -0.710], [-2.474, 5.478, -1.504], [-0.416, 0.873, 0.921], [4.031, -7.345, 2.560], [0.066, -0.429, 0.279], [1.009, 0.978, 1.039], [0.208, 0.571, -1.099], [0.148, 0.621, -1.141], [1.044, 1.713, -0.703], [0.675, -1.428, -0.142], [-0.056, -1.306, 0.710], [6.204, -1.579, 4.119], [-1.259, -1.459, 0.474], [-0.457, -3.196, 1.618], [-1.195, -2.255, 0.053], [-1.083, -0.671, 0.508], [-1.189, -0.131, -1.755], [-1.512, -0.687, 0.754], [-4.644, -1.532, 3.165], [2.087, -5.151, -3.684], [1.862, -3.011, -2.068], [1.804, 8.485, 0.149], [-0.616, 0.102, 0.706], [-4.395, 2.537, -3.561], [-0.129, 1.226, -0.629], [0.597, -0.707, -2.112], [-1.325, -1.601, 1.080], [-1.003, 2.145, 0.340], [1.804, 0.042, -1.977], [0.196, 1.561, 1.837], [2.228, 0.248, 0.921], [-1.527, -0.832, 1.608], [0.858, 1.000, -2.065], [-1.198, -1.487, 1.753], [1.442, 0.069, 2.134], [-1.351, -0.872, 0.427], [-1.256, -1.867, -1.280], [0.235, 1.208, -1.973], [-0.027, -0.216, 1.637], [1.925, 0.099, -0.455], [1.389, -0.585, -0.680], [1.718, -0.325, 1.517], [-0.139, 2.709, 0.372], [-0.985, -2.172, -0.734], [-0.737, 1.455, -2.005], [0.250, -1.602, 1.491], [0.768, -1.140, -2.268], [-1.561, 1.289, 0.529], [0.360, 0.781, -2.441], [-1.865, 1.494, -0.291], [1.045, 0.099, 2.477], [1.167, 0.884, -2.014], [1.551, 1.328, 1.208], [-1.563, 0.985, -1.318], [-1.556, -1.626, 0.845], [2.216, 0.621, -0.592], [0.311, -2.493, -0.584], [-0.097, -2.521, 0.852], [-2.406, 0.723, 0.788], [-0.242, -0.338, 2.520], [2.314, -1.392, -0.219], [-1.101, 1.865, -1.458], [-1.538, -1.361, 0.809], [0.572, 1.383, 2.210], [-0.758, -1.206, 2.098], [-2.183, 1.521, -0.789], [2.653, -0.261, 0.257], [-0.911, -1.850, 1.178], [1.218, 2.488, -0.496], [-0.389, 0.390, -0.378]]}



2.
{"formula": "C3H5NO", "method": "the ωB97M-V functional and the def2-TZVPD basis", "lumo_energy_ev": 0.8, "charge": 0, "elements": ["O", "C", "C", "C", "N", "H", "H", "H", "H", "H"], "positions_angstrom": [[0.940, 0.107, 1.567], [0.953, -0.416, 0.456], [0.315, 0.386, -0.684], [-1.008, -0.182, -0.462], [-0.735, 1.120, 0.017], [1.522, -1.331, 0.241], [0.835, 0.826, -1.530], [-1.933, -0.492, -0.953], [-0.450, -1.123, 0.332], [-0.439, 1.105, 1.015]], "forces_ev_per_a": [[0.642, -1.083, -0.290], [2.056, 1.831, 0.327], [0.279, 0.403, 0.157], [0.470, -2.561, 1.758], [-0.009, 0.099, 0.208], [-0.173, -0.137, 0.030], [-0.232, -0.243, 0.029], [0.647, 0.162, -0.294], [-3.174, 1.190, -1.421], [-0.505, 0.340, -0.505]]}



3.
{"formula": "C16H22N2NaO2SSe2", "method": "the ωB97M-V functional and the def2-TZVPD basis", "lumo_energy_ev": 2.3, "charge": -1, "elements": ["Na", "C", "Se", "C", "C", "Se", "C", "H", "H", "H", "H", "H", "H", "H", "H", "H", "H", "N", "C", "C", "C", "O", "O", "H", "H", "H", "H", "H", "H", "S", "C", "C", "C", "C", "C", "C", "C", "C", "C", "N", "H", "H", "H", "H", "H", "H"], "positions_angstrom": [[0.478, -1.199, 0.131], [3.996, -1.858, -0.156], [2.966, -0.668, -1.289], [3.826, 0.987, -0.705], [3.101, 2.196, -1.288], [1.201, 2.103, -0.874], [0.743, 3.863, -1.554], [5.052, -1.826, -0.421], [3.579, -2.847, -0.325], [3.857, -1.586, 0.888], [4.860, 0.976, -1.051], [3.821, 1.024, 0.385], [3.248, 2.242, -2.368], [3.482, 3.118, -0.845], [0.908, 3.938, -2.629], [1.317, 4.632, -1.037], [-0.316, 4.013, -1.346], [-1.762, -1.965, -0.722], [-1.816, -3.433, -0.649], [-0.679, -4.044, -1.453], [0.681, -3.425, -1.089], [0.902, -3.255, 0.142], [1.429, -3.094, -2.029], [-2.504, -1.530, -0.188], [-1.850, -1.637, -1.678], [-2.777, -3.840, -0.990], [-1.693, -3.704, 0.400], [-0.843, -3.921, -2.526], [-0.635, -5.117, -1.244], [-1.724, 0.817, 3.952], [-0.259, 0.086, 4.435], [0.516, -0.224, 3.354], [-0.013, 0.128, 2.053], [-1.235, 0.708, 2.272], [-2.151, 1.242, 1.247], [-3.405, 1.787, 1.570], [-4.218, 2.275, 0.569], [-3.785, 2.225, -0.751], [-2.534, 1.677, -0.980], [-1.737, 1.198, -0.030], [-0.046, -0.090, 5.480], [1.482, -0.701, 3.489], [-3.740, 1.825, 2.598], [-5.187, 2.692, 0.819], [-4.389, 2.595, -1.569], [-2.145, 1.619, -1.995]], "forces_ev_per_a": [[-0.345, 0.870, 0.126], [-0.019, -0.015, 0.002], [0.167, -0.070, -0.228], [-0.004, 0.151, 0.006], [0.223, 0.014, -0.001], [-0.223, -0.060, 0.107], [0.040, 0.099, -0.050], [-0.004, -0.001, -0.022], [-0.021, 0.013, -0.015], [-0.008, 0.013, -0.001], [0.034, 0.026, 0.041], [-0.068, -0.011, 0.014], [-0.047, 0.000, -0.021], [0.090, -0.009, -0.034], [0.013, -0.023, 0.002], [-0.012, 0.007, -0.003], [0.004, -0.015, 0.011], [0.044, -0.114, -0.203], [0.005, 0.155, 0.099], [-0.072, -0.093, -0.026], [0.040, -0.155, 0.054], [0.156, -0.757, -0.134], [0.060, -0.034, -0.034], [0.050, 0.037, 0.077], [-0.046, -0.067, -0.009], [-0.009, -0.031, -0.025], [0.032, 0.008, 0.001], [0.003, 0.014, 0.004], [-0.009, 0.009, -0.031], [-0.072, 0.115, 0.353], [0.097, -0.093, -0.137], [0.008, 0.126, -0.032], [0.094, -0.182, 0.625], [-0.301, 0.212, -0.684], [0.357, -0.165, 0.246], [-0.134, 0.048, -0.052], [-0.050, 0.022, 0.027], [0.035, -0.007, 0.041], [-0.009, -0.025, 0.017], [-0.143, 0.042, -0.115], [-0.039, 0.010, 0.010], [-0.018, -0.022, 0.000], [0.060, -0.027, -0.005], [0.000, 0.001, -0.024], [0.002, 0.002, 0.002], [0.040, -0.019, 0.022]]}



4.
{"formula": "C18H62AsF6N22O12", "method": "the ωB97M-V functional and the def2-TZVPD basis", "lumo_energy_ev": [3.7, 3.7], "charge": -2, "spin_multiplicity": 2, "elements": ["As", "F", "F", "F", "F", "F", "F", "C", "C", "C", "O", "C", "N", "H", "H", "H", "H", "H", "H", "H", "H", "H", "H", "H", "C", "C", "C", "O", "C", "N", "H", "H", "H", "H", "H", "H", "H", "H", "H", "H", "H", "C", "O", "N", "N", "H", "H", "H", "H", "C", "O", "N", "N", "H", "H", "H", "H", "C", "O", "N", "N", "H", "H", "H", "H", "C", "O", "N", "N", "H", "H", "H", "H", "C", "O", "N", "N", "H", "H", "H", "H", "C", "O", "N", "N", "H", "H", "H", "H", "C", "O", "N", "N", "H", "H", "H", "H", "C", "O", "N", "N", "H", "H", "H", "H", "C", "O", "N", "N", "H", "H", "H", "H", "C", "O", "N", "N", "H", "H", "H", "H"], "positions_angstrom": [[14.237, 26.172, -14.012], [15.132, 24.674, -13.694], [14.495, 26.548, -12.278], [13.373, 27.775, -14.226], [13.909, 25.756, -15.687], [12.589, 25.503, -13.560], [15.810, 26.898, -14.444], [14.410, 25.193, -20.552], [14.182, 25.551, -19.116], [13.426, 26.891, -18.981], [13.835, 27.849, -19.912], [13.034, 28.999, -20.005], [13.658, 24.417, -18.408], [13.509, 24.855, -21.064], [15.027, 24.299, -20.458], [15.006, 25.873, -21.161], [15.167, 25.861, -18.764], [13.681, 27.274, -17.993], [12.356, 26.682, -19.001], [13.533, 29.743, -20.626], [12.784, 29.464, -19.051], [12.119, 28.579, -20.421], [13.715, 24.702, -17.441], [14.399, 23.731, -18.378], [17.400, 30.937, -17.035], [16.512, 30.121, -16.029], [15.124, 29.656, -16.724], [14.331, 30.662, -17.227], [13.705, 31.477, -16.175], [17.288, 28.976, -15.551], [18.440, 30.914, -16.710], [17.129, 31.978, -17.207], [17.506, 30.485, -18.022], [16.295, 30.632, -15.091], [14.633, 28.965, -16.039], [15.364, 28.988, -17.551], [12.800, 31.069, -15.726], [13.320, 32.408, -16.592], [14.343, 31.726, -15.327], [16.768, 28.489, -14.834], [18.180, 29.085, -15.090], [18.314, 26.542, -9.373], [17.603, 26.248, -8.468], [17.943, 26.683, -10.593], [19.612, 26.669, -9.259], [16.973, 26.480, -10.790], [18.692, 26.972, -11.206], [20.051, 27.004, -10.105], [20.157, 26.408, -8.450], [9.289, 23.540, -13.242], [8.535, 22.770, -13.808], [10.133, 24.313, -13.890], [9.346, 23.654, -11.933], [10.045, 24.472, -14.883], [10.908, 24.806, -13.469], [8.696, 23.211, -11.299], [10.060, 24.308, -11.645], [16.584, 23.072, -9.983], [16.132, 23.719, -9.086], [16.493, 23.485, -11.177], [17.261, 21.901, -9.918], [16.747, 22.896, -11.957], [15.949, 24.328, -11.289], [17.126, 21.379, -9.064], [17.430, 21.460, -10.810], [12.896, 22.490, -11.796], [12.112, 22.110, -10.946], [12.991, 22.043, -13.053], [13.772, 23.377, -11.406], [13.769, 22.232, -13.669], [12.341, 21.378, -13.445], [14.435, 23.727, -12.082], [13.516, 23.891, -10.574], [18.343, 25.821, -17.047], [19.195, 25.522, -17.824], [17.410, 26.688, -17.318], [18.241, 25.217, -15.898], [17.343, 26.980, -18.283], [16.935, 27.243, -16.620], [17.427, 25.257, -15.303], [19.064, 24.704, -15.616], [10.256, 25.707, -17.505], [9.315, 26.270, -17.081], [10.447, 25.175, -18.707], [11.303, 25.451, -16.767], [11.303, 24.647, -18.619], [9.642, 24.894, -19.249], [12.127, 24.972, -17.102], [11.459, 26.074, -15.988], [11.804, 25.280, -9.800], [12.854, 24.781, -9.370], [10.732, 25.158, -9.208], [11.663, 26.072, -10.811], [10.703, 24.740, -8.289], [9.874, 25.554, -9.566], [10.712, 26.399, -10.898], [12.418, 26.290, -11.445], [11.525, 29.816, -11.318], [11.578, 30.138, -10.149], [12.363, 30.251, -12.174], [10.751, 28.943, -11.809], [12.615, 29.777, -13.029], [13.082, 30.850, -11.793], [10.057, 28.451, -11.265], [10.878, 28.854, -12.807], [16.632, 21.516, -14.578], [16.658, 21.390, -13.365], [16.995, 20.572, -15.412], [16.219, 22.554, -15.165], [17.482, 19.842, -14.912], [17.170, 20.820, -16.375], [16.233, 22.710, -16.162], [15.933, 23.341, -14.600], [15.910, 30.239, -12.024], [15.089, 30.931, -11.554], [15.813, 28.993, -12.504], [17.127, 30.567, -11.817], [14.886, 28.638, -12.686], [16.650, 28.428, -12.527], [17.740, 29.797, -12.046], [17.461, 31.515, -11.716]], "forces_ev_per_a": [[-1.835, 0.953, 1.187], [1.422, -2.627, 0.154], [0.341, 0.474, 1.956], [-0.556, 1.794, -0.168], [-0.225, -0.921, -3.085], [-1.001, -0.617, 0.300], [2.156, 0.813, -0.607], [0.448, -1.366, -0.472], [1.289, 2.685, -1.634], [-0.648, -0.657, 1.429], [1.636, -0.285, -0.544], [-0.734, -0.886, 0.205], [-0.278, 0.152, 0.887], [-0.188, 0.314, -0.101], [0.197, -0.355, -0.435], [-0.402, 0.332, 0.254], [0.413, -0.420, 0.387], [-0.358, 0.029, 0.415], [-0.297, 0.325, -0.316], [-0.099, -0.257, -0.154], [0.256, -0.062, 0.296], [-0.571, 0.911, -0.423], [-0.135, 0.173, 0.781], [0.062, -0.522, -0.559], [0.080, -0.320, 0.511], [0.204, 0.379, -0.765], [2.384, -1.463, 1.121], [-1.213, 2.016, 1.346], [-0.208, -0.088, -0.474], [-0.566, -1.351, -0.339], [0.059, 0.234, 0.491], [-0.305, -0.046, 0.259], [-0.641, -0.386, -0.048], [-0.425, 1.121, -0.432], [-0.475, 0.307, 0.505], [0.321, 0.233, -0.397], [0.060, -0.951, -0.197], [0.525, 0.043, -0.499], [0.463, -0.144, -0.281], [-0.588, -0.237, -0.117], [0.256, 1.089, -0.529], [-0.684, -1.203, 2.674], [-1.696, -0.409, 2.370], [-1.502, 0.990, -4.088], [4.673, 0.968, 0.109], [0.151, 0.282, -0.632], [-1.259, -0.369, -0.851], [0.836, -0.289, 0.776], [-0.481, 0.216, -0.289], [-0.947, -1.201, -1.226], [-1.366, -0.884, -0.690], [1.536, 1.813, -1.584], [0.372, 1.034, 2.584], [-0.096, -0.478, 0.201], [0.074, -0.069, 0.094], [0.559, -0.035, -0.387], [-0.247, -0.463, 0.871], [0.213, -0.776, 1.965], [-0.635, 0.395, 2.911], [0.317, 2.427, -5.408], [0.975, -1.459, 1.106], [-0.436, 0.334, -0.252], [0.321, -0.251, -0.333], [0.111, -0.164, -0.470], [-0.135, -0.503, 0.511], [0.036, -0.088, 1.490], [-2.368, -1.440, 0.090], [-0.159, -1.352, -2.588], [2.017, 1.170, -1.312], [-0.084, 0.412, 0.485], [-0.045, 0.199, 0.640], [-0.589, 0.197, 0.277], [0.450, 0.238, 0.475], [-0.741, 0.146, -0.259], [3.262, -0.943, -2.833], [-2.689, 1.948, -1.501], [0.196, -1.787, 3.758], [0.189, 0.171, 0.334], [0.136, -0.014, 0.113], [0.162, 0.288, 0.052], [-0.463, -0.046, 0.096], [0.728, -0.997, -0.252], [-3.895, 2.401, 0.799], [-0.189, -0.677, -2.454], [3.041, 0.177, 3.193], [-0.319, -0.737, -1.589], [0.402, -0.165, 0.087], [-0.518, 0.298, 0.235], [0.154, -0.266, 0.174], [7.464, -0.425, -0.566], [-0.106, 0.368, 0.031], [-8.645, -1.858, 5.804], [0.080, 1.926, -3.461], [0.059, -0.094, -0.405], [0.169, -0.224, 0.429], [0.897, 0.541, -0.976], [-0.165, 0.050, -0.219], [1.140, 0.746, 4.137], [-0.733, 0.782, 2.010], [4.178, 3.286, -3.612], [-4.296, -3.985, -2.489], [-0.131, -0.175, 0.137], [0.256, -0.198, -0.128], [0.290, 0.324, -0.397], [-0.876, -0.913, 0.191], [0.391, -1.263, 2.137], [0.347, -0.460, 1.456], [1.286, -3.221, -1.228], [-2.101, 5.502, -2.242], [0.132, -0.213, -0.803], [0.269, -0.525, 0.324], [0.057, -0.172, 0.315], [-0.284, 0.331, 0.077], [-0.298, -2.790, 0.535], [-5.401, 3.303, 0.524], [-1.131, -0.273, -0.920], [6.838, 0.587, -0.098], [0.337, -0.656, 0.170], [-0.888, -0.314, -0.319], [0.959, 1.041, 0.061], [-0.288, -0.480, 0.145]]}